[1]
10
Properties=species:S:1:pos:R:3 method="wB97M-V/def2-TZVPD" charge=+1 e_lumo_ha="-0.2053 / -0.2146" e_homo_ev="-14.002 / -16.133" de_lowest_kcal_mol=108.3 multiplicity=1 gap_ev="8.42 / 10.29"
C -0.90 0.48 -0.02
N 2.61 -0.48 0.01
N 1.26 0.84 0.04
N -1.95 -0.31 0.06
N 0.33 0.08 -0.01
H -1.05 1.56 0.10
H 3.54 0.06 0.26
H -2.80 0.02 -0.23
H -1.74 -1.31 0.00
H 0.69 -0.95 -0.20

[2]
7
Properties=species:S:1:pos:R:3 method="wB97M-V/def2-TZVPD" e_lumo_ha=0.0134 e_homo_ev=-10.874 de_lowest_kcal_mol=28.7 multiplicity=1 gap_ev=11.24
C 0.74 1.92 -0.25
C -0.76 -1.21 -0.11
O -0.03 -0.33 -0.32
F 0.47 1.94 1.09
F 2.01 1.72 -0.26
F -1.63 -1.17 0.85
Br -0.81 -2.87 -0.99

[3]
94
Properties=species:S:1:pos:R:3 method="wB97M-V/def2-TZVPD" charge=-1 e_lumo_ha=0.0767 e_homo_ev=-3.791 multiplicity=1 gap_ev=5.88
C -3.19 -2.12 0.48
C -1.73 -1.53 0.54
P -0.38 -2.84 0.55
C -0.84 -4.28 1.65
C -1.42 -3.92 3.07
Al 1.74 -1.99 0.98
O 2.42 -1.46 -0.68
Br 3.27 -3.62 1.90
C 1.74 -0.27 2.13
C 0.58 -0.29 3.18
C 1.07 -0.53 4.64
Cl -0.42 1.26 3.11
H -3.82 -1.44 1.09
H -3.24 -3.16 0.84
H -3.57 -2.04 -0.55
H -1.63 -0.76 1.32
H -1.60 -0.98 -0.42
H -1.54 -4.98 1.16
H 0.09 -4.87 1.82
H -2.37 -4.47 3.19
H -0.74 -4.34 3.84
H -1.61 -2.84 3.23
H 3.36 -1.67 -0.66
H 1.61 0.61 1.47
H 2.71 -0.26 2.66
H -0.11 -1.11 2.93
H 2.05 -0.06 4.82
H 1.09 -1.61 4.87
H 0.34 -0.09 5.35
C 2.78 -0.62 -3.59
C 3.20 -0.42 -5.03
C 2.81 -1.54 -5.95
O 3.79 -1.42 -6.99
C 4.90 -0.88 -6.42
O 5.96 -0.81 -6.95
O 4.63 -0.43 -5.17
H 3.25 0.12 -2.95
H 1.70 -0.54 -3.49
H 3.10 -1.60 -3.22
H 2.84 0.54 -5.39
H 1.80 -1.42 -6.35
H 2.90 -2.53 -5.50
C -3.27 5.07 3.81
C -4.13 3.89 3.40
C -3.66 3.18 2.16
O -4.88 2.59 1.69
C -5.90 3.38 2.12
O -7.02 3.29 1.76
O -5.45 4.30 3.02
H -3.76 5.63 4.60
H -2.30 4.73 4.16
H -3.13 5.75 2.97
H -4.22 3.19 4.24
H -2.91 2.42 2.36
H -3.30 3.86 1.39
C 5.93 4.87 -1.46
C 5.09 3.68 -1.88
C 5.56 2.99 -3.12
O 4.36 2.38 -3.60
C 3.34 3.16 -3.17
O 2.21 3.05 -3.53
O 3.77 4.07 -2.26
H 5.43 5.42 -0.66
H 6.91 4.54 -1.11
H 6.06 5.56 -2.29
H 5.00 2.97 -1.04
H 6.33 2.23 -2.93
H 5.93 3.67 -3.89
C -2.47 4.44 -6.50
C -1.13 3.82 -6.15
C -0.12 3.84 -7.26
O 0.72 2.74 -6.91
C -0.05 1.86 -6.22
O 0.28 0.76 -5.93
O -1.25 2.42 -5.90
H -3.20 4.23 -5.73
H -2.38 5.52 -6.62
H -2.86 4.01 -7.43
H -0.74 4.29 -5.24
H 0.45 4.77 -7.29
H -0.55 3.65 -8.24
C -1.72 -7.38 6.79
C -2.30 -5.98 6.80
C -3.63 -5.87 7.49
O -4.19 -4.72 6.86
C -3.65 -4.66 5.61
O -4.04 -3.93 4.76
O -2.62 -5.54 5.48
H -0.85 -7.42 6.13
H -1.41 -7.68 7.79
H -2.44 -8.10 6.41
H -1.57 -5.28 7.22
H -3.55 -5.72 8.56
H -4.29 -6.73 7.30

[4]
88
Properties=species:S:1:pos:R:3 method="wB97M-V/def2-TZVPD" charge=+1 e_lumo_ha="-0.1669 / -0.1612" e_homo_ev="-9.819 / -9.922" de_lowest_kcal_mol=0.0 multiplicity=1 gap_ev="5.28 / 5.54"
Sc -0.36 -0.95 -0.86
C -2.24 1.62 -0.19
C -2.84 0.73 -1.12
C -2.32 -0.49 0.76
C -2.02 0.91 1.01
C -2.84 -0.60 -0.56
C -2.03 3.08 -0.36
H -1.84 3.35 -1.40
H -1.15 3.42 0.22
H -2.92 3.64 -0.01
C -1.68 1.52 2.30
H -1.32 2.55 2.18
H -0.88 0.95 2.80
H -2.53 1.57 3.00
C -2.31 -1.57 1.76
H -3.25 -1.64 2.34
H -1.52 -1.37 2.49
H -2.16 -2.55 1.29
C -3.39 -1.83 -1.20
H -4.34 -1.61 -1.70
H -3.51 -2.65 -0.48
H -2.73 -2.20 -2.00
C -3.78 1.15 -2.17
H -4.76 1.40 -1.72
H -3.97 0.34 -2.88
H -3.44 2.04 -2.71
C 1.53 0.13 -1.48
C 0.43 0.97 -1.60
C -0.15 1.40 -2.93
C -0.92 0.33 -3.74
C -0.79 -1.07 -3.16
C 0.44 -1.71 -3.13
C 1.70 -1.03 -3.68
C 2.45 -0.23 -2.60
H 0.66 1.83 -3.55
H -0.59 0.38 -4.80
H -0.84 2.25 -2.76
H 2.96 0.67 -2.99
H 1.99 -0.06 -0.51
H 0.25 1.70 -0.79
H 3.26 -0.83 -2.19
H 2.40 -1.78 -4.10
H 0.45 -2.80 -3.18
H 1.48 -0.32 -4.50
H -1.99 0.61 -3.80
H -1.67 -1.68 -3.38
P 2.26 2.70 0.34
C 1.89 3.43 1.98
H 2.37 4.42 2.09
H 2.22 2.75 2.79
H 0.79 3.54 2.04
C 3.98 2.08 0.46
H 4.70 2.91 0.59
H 4.20 1.54 -0.47
H 4.06 1.37 1.30
C 2.50 4.15 -0.76
H 2.58 3.77 -1.79
H 3.41 4.70 -0.48
H 1.61 4.80 -0.70
P 1.07 -3.42 -0.48
C -0.23 -4.58 -1.11
H 0.20 -5.41 -1.68
H -0.95 -4.05 -1.75
H -0.80 -4.97 -0.25
C 2.51 -3.69 -1.58
H 2.25 -3.53 -2.63
H 2.90 -4.71 -1.48
H 3.30 -2.97 -1.34
C 1.73 -4.34 0.96
H 2.51 -5.05 0.64
H 0.94 -4.88 1.51
H 2.18 -3.63 1.65
C -0.15 -0.36 4.61
Si 0.98 -1.06 3.23
C 2.75 -0.73 3.84
C 0.50 -2.85 3.42
C 0.84 -0.51 1.38
H 0.10 -0.95 5.50
H -1.22 -0.51 4.42
H 0.03 0.69 4.86
H 2.85 -1.12 4.87
H 3.50 -1.25 3.22
H 3.01 0.33 3.88
H -0.08 -3.18 2.54
H 1.39 -3.48 3.56
H -0.15 -2.97 4.31
H 0.80 0.60 1.38
H 1.92 -0.68 1.17

[5]
22
Properties=species:S:1:pos:R:3 method="wB97M-V/def2-TZVPD" e_lumo_ha="-0.0665 / -0.0898" e_homo_ev="-8.856 / -8.220" de_lowest_kcal_mol=79.2 multiplicity=1 gap_ev="7.05 / 5.78"
C -0.23 0.23 -1.67
C 0.11 -0.53 -0.52
C 0.69 0.17 -2.84
C -0.04 1.99 1.30
C -0.95 -1.84 1.46
C 0.06 0.53 1.78
C -0.68 -0.40 0.80
S -1.59 1.77 -2.35
S 2.68 -1.79 -1.75
S 1.41 -1.65 -0.33
H 1.61 0.51 -2.56
H 0.46 1.00 -3.59
H 0.80 -0.96 -3.24
H 0.13 2.61 2.06
H -1.00 2.29 0.85
H 0.75 2.11 0.57
H -0.97 -2.58 0.64
H -1.84 -1.82 1.87
H -0.11 -1.97 2.31
H 1.01 0.05 1.90
H -0.65 0.42 2.76
H -1.65 -0.13 0.57

[6]
89
Properties=species:S:1:pos:R:3 method="wB97M-V/def2-TZVPD" charge=+3 e_lumo_ha="-0.3112 / -0.4729" e_homo_ev="-16.670 / -16.669" multiplicity=5 s_squared=6.030 gap_ev="8.20 / 3.80"
Pt -2.56 -13.06 13.76
C 1.28 -16.83 13.51
C 0.55 -16.14 14.56
C 0.45 -14.71 14.56
C 1.05 -13.89 13.48
C -0.19 -14.14 15.61
C -0.50 -12.67 15.80
C -0.72 -14.98 16.71
C -1.23 -14.26 17.89
C -0.75 -16.40 16.63
C -1.41 -17.23 17.70
C -0.07 -16.97 15.57
C 0.02 -18.49 15.48
H 1.65 -16.16 12.74
H 0.63 -17.57 13.06
H 2.18 -17.37 13.84
H 0.76 -14.20 12.45
H 2.15 -13.94 13.47
H 0.79 -12.84 13.60
H -1.51 -12.47 16.14
H -0.30 -12.07 14.91
H 0.18 -12.26 16.56
H -2.22 -13.83 17.67
H -0.56 -13.42 18.20
H -1.35 -14.92 18.73
H -2.16 -16.64 18.24
H -0.67 -17.68 18.41
H -1.96 -18.07 17.27
H -0.19 -18.82 14.48
H -0.66 -18.97 16.20
H 1.04 -18.86 15.61
F -5.50 -17.37 14.78
C -4.53 -16.71 15.30
F -4.68 -16.49 16.60
F -3.33 -17.33 15.09
S -4.49 -14.96 14.52
O -3.59 -14.14 15.42
O -5.86 -14.62 14.44
N -3.65 -14.88 13.21
S -3.01 -16.06 12.28
O -3.71 -17.26 12.49
O -1.56 -15.98 12.32
C -3.46 -15.32 10.58
F -4.36 -14.33 10.70
F -2.33 -14.75 10.13
F -3.87 -16.28 9.80
C 0.16 -10.76 10.05
N -0.52 -10.02 11.08
C -1.35 -10.51 11.97
S -1.61 -12.26 11.96
N -2.06 -9.75 12.77
C -2.06 -8.28 12.70
H 0.25 -10.09 9.20
H -0.43 -11.62 9.77
H 1.13 -11.11 10.40
H -0.31 -9.03 11.09
H -2.79 -10.24 13.28
H -2.31 -7.98 11.66
H -1.12 -7.86 13.01
H -2.87 -7.96 13.34
C -11.41 -14.10 12.60
C -10.74 -13.69 13.87
S -9.64 -12.38 13.35
O -10.37 -11.30 12.74
O -8.58 -12.95 12.52
C -8.80 -11.71 14.83
C -7.81 -10.66 14.29
N -6.35 -10.90 14.56
C -5.40 -11.45 13.73
N -4.23 -11.61 14.38
C -4.45 -11.21 15.69
C -5.73 -10.81 15.77
N -6.26 -10.12 16.94
O -7.18 -9.35 16.74
O -5.68 -10.28 17.97
C -5.65 -11.75 12.32
H -12.18 -14.82 12.75
H -10.71 -14.48 11.88
H -11.96 -13.25 12.12
H -10.09 -14.45 14.34
H -11.42 -13.25 14.57
H -8.33 -12.55 15.39
H -9.54 -11.25 15.46
H -7.99 -9.69 14.71
H -7.92 -10.53 13.23
H -3.72 -11.20 16.51
H -6.07 -10.94 11.75
H -6.37 -12.55 12.22
H -4.76 -12.05 11.80

[7]
16
Properties=species:S:1:pos:R:3 method="wB97M-V/def2-TZVPD" e_lumo_ha=0.0193 e_homo_ev=-9.262 smiles="O[C@H]1CN=CNOC1" de_lowest_kcal_mol=191.1 multiplicity=1 gap_ev=9.79
O 2.42 -0.22 -0.32
C 1.14 0.01 0.38
C 0.33 1.22 -0.17
N -0.87 1.60 0.30
C -1.76 0.69 -0.08
N -1.82 -0.73 -0.42
O -0.95 -1.51 0.37
C 0.26 -1.15 0.02
H 2.95 0.48 0.41
H 1.01 -0.12 1.55
H 0.17 0.68 -1.24
H 1.06 2.12 -0.07
H -2.65 1.26 0.12
H -2.83 -0.86 -0.12
H 0.50 -1.45 -1.09
H 1.03 -2.00 0.36

[8]
12
Properties=species:S:1:pos:R:3 method="wB97M-V/def2-TZVPD" e_lumo_ha=0.0092 e_homo_ev=-10.334 smiles="C=C(C)[SiH2]Cl" de_lowest_kcal_mol=0.0 multiplicity=1 gap_ev=10.59
C 0.67 0.15 1.21
C 0.00 0.19 0.07
C 0.60 -0.37 -1.19
Si -1.73 0.92 -0.07
Cl -1.57 2.17 -2.14
H 0.27 0.54 2.13
H 1.67 -0.26 1.28
H 0.02 -1.23 -1.53
H 1.63 -0.68 -1.04
H 0.56 0.37 -1.98
H -2.06 1.92 0.94
H -2.78 -0.04 -0.38

[9]
11
Properties=species:S:1:pos:R:3 method="wB97M-V/def2-TZVPD" e_lumo_ha=-0.0141 e_homo_ev=-8.631 smiles="C=C=C=NC=C" de_lowest_kcal_mol=86.5 multiplicity=1 gap_ev=8.25
C -1.97 1.22 -2.20
C -1.14 0.73 -1.29
C -0.39 0.36 -0.37
N -0.04 -0.22 0.67
C 1.26 -0.73 0.90
C 1.58 -1.06 2.12
H -1.53 1.55 -3.17
H -3.01 1.36 -2.00
H 1.80 -0.75 0.02
H 2.50 -1.45 2.39
H 0.94 -1.02 2.94

[10]
42
Properties=species:S:1:pos:R:3 method="wB97M-V/def2-TZVPD" e_lumo_ha=-0.0126 e_homo_ev=-8.175 de_lowest_kcal_mol=0.0 multiplicity=1 gap_ev=7.83
C 0.35 -2.51 0.67
C 1.81 -2.25 0.66
C 2.31 -1.37 1.81
F 1.25 -0.94 2.62
B 3.19 -0.13 1.38
C 2.62 1.11 0.61
C 2.20 0.86 -0.84
C 0.71 0.88 -1.00
Br 2.91 2.32 -1.94
H 0.13 -3.50 0.37
H -0.18 -1.94 -0.06
H -0.40 -2.49 2.13
H 2.31 -3.19 0.71
H 2.02 -1.85 -0.32
H 2.94 -2.00 2.42
H 4.34 -0.13 1.68
H 3.40 1.85 0.60
H 1.81 1.57 1.15
H 2.64 -0.03 -1.26
H 0.31 -0.03 -0.60
H 0.40 1.00 -2.02
H 0.30 1.67 -0.41
C 1.54 4.12 3.53
Br -0.15 4.70 2.82
Br 1.60 2.21 3.68
Br 3.00 4.78 2.49
H 1.63 4.53 4.52
F 0.35 -3.39 2.26
C -3.02 0.98 -3.06
C -4.02 0.11 -2.31
C -3.38 -0.65 -1.14
C -2.32 -1.53 -1.59
N -1.48 -2.23 -1.94
H -2.23 0.38 -3.52
H -3.52 1.52 -3.87
H -2.56 1.71 -2.40
H -4.47 -0.62 -3.01
H -4.83 0.73 -1.92
H -4.12 -1.26 -0.61
H -2.95 0.05 -0.42
Be -5.05 -2.73 -3.36
F -1.39 -2.30 1.49

[11]
8
Properties=species:S:1:pos:R:3 method="wB97M-V/def2-TZVPD" e_lumo_ha=-0.0439 e_homo_ev=-9.939 de_lowest_kcal_mol=69.7 multiplicity=1 gap_ev=8.75
O -1.29 -1.34 0.83
C -0.65 -0.33 0.77
C -0.81 0.73 -1.63
C 0.44 1.06 -1.68
C 0.91 0.40 -0.65
C 0.87 -0.29 0.45
H -1.07 0.68 0.95
H 1.60 -0.89 0.97

[12]
44
Properties=species:S:1:pos:R:3 method="wB97M-V/def2-TZVPD" charge=-1 e_lumo_ha=0.0910 e_homo_ev=-4.488 multiplicity=1 gap_ev=6.96
C 1.37 -2.94 3.11
C 1.09 -1.70 2.13
O 0.75 -0.61 2.60
O 1.23 -1.95 0.72
C 2.62 -1.81 0.35
C 2.88 -1.32 -1.15
C 1.79 -0.26 -1.70
C 2.40 1.17 -2.07
C 2.54 2.22 -0.89
C 1.85 1.86 0.50
C 0.35 2.40 0.70
C -0.59 2.32 -0.59
In -2.00 0.52 -0.63
C -3.89 0.81 0.58
I -4.82 2.73 0.13
C -4.90 -0.42 0.27
C -4.57 -1.25 -1.05
I -5.07 -1.86 1.90
H 2.46 -2.85 3.42
H 1.18 -3.89 2.49
H 0.66 -2.93 4.01
H 3.16 -1.12 1.11
H 3.10 -2.86 0.45
H 2.83 -2.26 -1.81
H 3.94 -0.93 -1.25
H 1.41 -0.71 -2.69
H 0.88 -0.16 -1.04
H 1.78 1.61 -2.91
H 3.44 0.98 -2.53
H 3.64 2.52 -0.70
H 2.04 3.20 -1.25
H 2.48 2.40 1.31
H 1.87 0.77 0.80
H -0.12 1.73 1.50
H 0.36 3.45 1.16
H -1.30 3.23 -0.53
H -0.07 2.39 -1.60
H -1.19 -0.98 -0.09
H -2.41 0.29 -2.39
H -3.59 0.68 1.68
H -5.94 0.03 0.12
H -5.48 -1.92 -1.25
H -3.69 -1.97 -0.93
H -4.47 -0.60 -1.99

The records above yield electronic energy values of -7065.1411; -82313.8423; -159978.9626; -77091.4292; -39953.7526; -114736.5730; -11345.8241; -23624.5237; -6752.1586; -302630.0069; -7257.4877; -39369.2422 eV, respectively.